No. 1
A cluster of 6 separate species, C40H90F6N5P in total at a distorted geometry, computed with ωB97M-V/def2-TZVPD.

Each line ends with the Mulliken charge.
Geometry (Å):
P 0.898 0.202 -0.556  1.32
F -0.380 0.878 -1.325  -0.35
F 0.201 -1.303 -0.640  -0.34
F 1.524 -0.060 -2.039  -0.42
F 2.204 -0.526 0.095  -0.38
F 1.554 1.729 -0.447  -0.37
F 0.110 0.410 0.865  -0.42
C -5.388 1.064 -0.241  -1.44
C -6.313 -0.264 -0.041  -0.67
C -6.270 -1.257 -1.177  -1.05
N -7.544 -1.949 -1.577  0.35
C -8.027 -2.698 -0.402  -1.05
C -7.246 -2.864 -2.774  -0.51
C -7.712 -2.044 -3.959  -0.53
C -8.964 -1.419 -3.482  -0.60
C -8.562 -0.861 -2.075  -0.60
H -5.309 1.541 0.718  0.45
H -5.765 1.746 -1.025  0.34
H -4.404 0.737 -0.604  0.37
H -7.258 0.211 0.156  0.44
H -6.036 -0.784 0.885  0.55
H -5.665 -2.122 -0.963  0.49
H -5.879 -0.775 -2.084  0.49
H -7.986 -2.088 0.501  0.38
H -7.337 -3.519 -0.248  0.42
H -9.015 -3.028 -0.524  0.44
H -7.876 -3.791 -2.699  0.40
H -6.191 -3.194 -2.768  0.23
H -7.835 -2.759 -4.799  0.39
H -6.939 -1.339 -4.311  0.30
H -9.728 -2.159 -3.395  0.34
H -9.386 -0.607 -4.078  0.36
H -9.416 -0.839 -1.428  0.37
H -8.103 0.115 -2.017  0.33
C 0.475 1.319 -5.374  -1.43
C 1.765 2.186 -5.137  0.01
C 3.100 1.437 -5.336  -1.03
N 4.383 2.292 -5.291  0.35
C 4.447 3.199 -4.080  -1.07
C 4.592 3.061 -6.691  -0.52
C 5.910 2.522 -7.364  -0.68
C 5.974 1.090 -6.826  -0.46
C 5.599 1.414 -5.399  -0.69
H 0.685 0.308 -5.029  0.31
H 0.378 1.138 -6.459  0.44
H -0.421 1.748 -4.945  0.34
H 1.748 2.512 -4.093  0.20
H 1.665 3.081 -5.781  0.36
H 3.117 0.979 -6.317  0.27
H 3.233 0.680 -4.560  0.57
H 5.407 3.644 -4.091  0.50
H 4.405 2.555 -3.179  0.36
H 3.644 3.975 -4.147  0.34
H 4.566 4.081 -6.394  0.38
H 3.660 2.812 -7.188  0.33
H 6.748 3.087 -7.039  0.34
H 5.726 2.572 -8.439  0.36
H 6.960 0.610 -7.028  0.37
H 5.257 0.476 -7.385  0.27
H 6.403 1.989 -4.931  0.44
H 5.329 0.563 -4.761  0.35
C 1.673 -1.994 6.218  -1.53
C 1.702 -0.944 7.227  -0.26
C 3.201 -0.681 7.617  -0.76
N 3.490 0.026 8.914  0.10
C 3.088 -0.918 10.098  -0.86
C 2.835 1.432 8.937  -0.60
C 3.793 2.274 8.051  -0.60
C 5.189 1.727 8.298  -0.52
C 4.996 0.391 9.032  -0.58
H 2.024 -2.972 6.559  0.39
H 2.229 -1.688 5.341  0.38
H 0.657 -2.071 5.893  0.42
H 1.127 -1.290 8.086  0.30
H 1.218 -0.062 6.903  0.39
H 3.754 -0.111 6.849  0.47
H 3.556 -1.752 7.677  0.29
H 3.587 -0.525 11.033  0.38
H 3.459 -1.899 9.794  0.36
H 2.000 -0.907 10.238  0.36
H 2.892 1.853 9.930  0.46
H 1.755 1.338 8.657  0.36
H 3.741 3.318 8.340  0.43
H 3.508 2.269 6.986  0.26
H 5.732 2.469 8.882  0.35
H 5.705 1.553 7.344  0.28
H 5.267 0.471 10.065  0.37
H 5.421 -0.486 8.557  0.38
C 2.334 -4.576 -5.029  -1.34
C 2.257 -5.231 -3.710  0.05
C 1.101 -4.684 -2.884  -0.92
N 0.927 -5.325 -1.482  0.50
C -0.057 -4.557 -0.677  -1.24
C 2.203 -5.443 -0.609  -0.58
C 2.417 -6.918 -0.497  -0.47
C 0.999 -7.558 -0.552  -0.78
C 0.404 -6.756 -1.664  -0.64
H 1.507 -4.764 -5.695  0.39
H 3.282 -4.758 -5.660  0.34
H 2.165 -3.495 -4.837  0.19
H 3.214 -5.127 -3.211  0.25
H 2.168 -6.298 -3.805  0.34
H 0.139 -4.799 -3.464  0.24
H 1.153 -3.592 -2.774  0.58
H -0.396 -5.195 0.137  0.44
H -0.878 -4.278 -1.271  0.39
H 0.416 -3.583 -0.324  0.39
H 1.950 -4.971 0.306  0.40
H 3.095 -5.109 -1.119  0.28
H 3.092 -7.239 0.301  0.42
H 2.947 -7.332 -1.382  0.25
H 0.435 -7.424 0.386  0.31
H 0.953 -8.579 -0.828  0.44
H -0.703 -6.622 -1.640  0.30
H 0.624 -7.112 -2.653  0.47
C -0.596 3.924 -1.933  -1.15
C -0.670 4.829 -0.696  -0.04
C -1.517 4.111 0.279  -0.94
N -1.460 4.696 1.697  0.13
C -0.080 4.544 2.299  -0.83
C -2.438 3.925 2.535  -0.60
C -2.924 4.880 3.627  -0.63
C -2.508 6.292 3.085  -0.70
C -1.884 6.122 1.687  -0.70
H -1.604 3.590 -2.138  0.38
H 0.090 3.141 -1.665  0.05
H -0.262 4.405 -2.852  0.43
H -0.963 5.880 -0.877  0.44
H 0.358 4.817 -0.292  0.21
H -1.286 3.044 0.511  0.37
H -2.588 4.163 0.113  0.36
H -0.101 4.793 3.361  0.41
H 0.646 5.260 1.813  0.31
H 0.219 3.484 2.127  0.33
H -1.926 3.037 2.791  0.58
H -3.201 3.613 1.809  0.31
H -2.459 4.665 4.587  0.30
H -4.012 4.841 3.744  0.35
H -1.784 6.783 3.736  0.34
H -3.385 6.971 3.100  0.40
H -1.097 6.818 1.505  0.43
H -2.628 6.162 0.884  0.43

As for the spin multiplicity: 1. Its frontier orbital gap is 11.958 eV. For the electronic energy, the calculation gives -2791.34848 a.u. As for the charge: +4. Its largest force on an atom is 2.9 eV/Å. The calculation puts the energy above the lowest of the compared OMol25 structures with the same formula, charge and spin at 1.366 eV. The value obtained for the LUMO energy is -6.49 eV.

=====

No. 2
A cluster of 13 separate species, C40H95ClN3O38P8S in total at a distorted geometry, computed with ωB97M-V/def2-TZVPD.

Each line ends with the Mulliken charge.
Geometry (Å):
Cl -0.498 -1.237 0.307  1.06
O -1.118 -1.084 1.587  -0.67
O -1.588 -1.200 -0.549  -0.54
O 0.402 -0.193 0.074  -0.34
O 0.242 -2.479 0.365  -0.64
C -2.701 -0.562 5.212  0.47
C -2.547 0.827 5.772  -0.39
C -3.376 0.708 7.116  -1.03
S -4.948 0.018 6.635  1.04
O -5.744 1.117 6.181  -0.59
O -5.405 -0.939 7.650  -0.69
C -4.184 -0.897 5.113  -0.62
H -2.077 -1.296 5.722  0.42
H -2.290 -0.606 4.203  -0.52
H -2.944 1.651 5.179  0.13
H -1.544 1.097 6.101  0.37
H -3.476 1.694 7.569  0.49
H -2.894 -0.026 7.761  0.44
H -4.813 -0.503 4.315  0.15
H -4.273 -1.978 5.224  0.45
C 2.872 -1.132 -2.222  -0.45
O 2.696 -1.787 -3.507  0.18
P 3.192 -0.984 -4.780  0.71
O 2.394 0.280 -5.015  -0.58
O 4.861 -0.871 -4.742  -0.26
C 5.501 -0.421 -5.950  -0.83
O 2.917 -2.090 -5.953  -0.38
C 3.768 -3.197 -6.408  -0.68
H 3.688 -1.759 -1.864  0.24
H 1.837 -1.096 -1.883  0.02
H 3.297 -0.141 -2.379  0.26
H 4.938 0.196 -6.651  0.35
H 5.989 -1.252 -6.458  0.29
H 6.276 0.203 -5.504  0.28
H 3.263 -4.141 -6.202  0.25
H 4.798 -3.076 -6.074  0.28
H 3.888 -3.119 -7.488  0.28
C -2.243 -10.864 -1.233  -0.59
O -1.801 -9.553 -1.317  -0.38
P -1.615 -8.479 -0.078  1.17
O -2.756 -7.609 0.334  -0.66
O -1.086 -9.502 1.090  -0.32
C -1.286 -9.363 2.466  -0.68
O -0.249 -7.780 -0.464  -0.28
C -0.287 -6.703 -1.447  -0.28
H -1.553 -11.559 -1.712  0.22
H -3.231 -10.957 -1.685  0.26
H -2.366 -11.121 -0.181  0.26
H -2.347 -9.128 2.554  0.34
H -0.610 -8.649 2.937  0.22
H -1.222 -10.376 2.863  0.26
H 0.213 -6.914 -2.392  0.28
H 0.175 -5.845 -0.958  -0.03
H -1.287 -6.314 -1.639  0.22
C 6.865 0.974 1.623  -0.61
O 7.357 1.863 0.659  -0.32
P 7.182 3.501 0.780  0.62
O 7.640 4.076 2.087  -0.68
O 7.937 4.162 -0.529  -0.37
C 7.388 5.262 -1.128  -0.65
O 5.647 3.641 0.376  0.10
C 4.533 3.385 1.181  -0.55
H 5.933 0.546 1.253  0.19
H 6.585 1.537 2.514  0.32
H 7.517 0.104 1.698  0.27
H 8.168 5.870 -1.586  0.38
H 6.889 6.009 -0.511  0.36
H 6.761 5.042 -1.993  0.14
H 4.562 2.934 2.173  0.19
H 3.948 2.709 0.557  0.27
H 3.905 4.258 1.354  0.29
C -6.791 -4.275 -4.174  -0.66
O -5.575 -4.996 -4.194  -0.41
P -4.355 -4.546 -3.221  1.26
O -3.341 -5.688 -3.322  -0.72
O -3.954 -3.072 -3.796  -0.33
C -2.620 -2.709 -3.942  -0.54
O -5.011 -4.307 -1.762  -0.36
C -4.104 -3.910 -0.747  -0.38
H -6.735 -3.318 -3.655  0.27
H -7.587 -4.877 -3.736  0.26
H -7.121 -4.152 -5.205  0.25
H -1.903 -3.398 -3.496  0.22
H -2.512 -1.870 -3.254  0.18
H -2.281 -2.525 -4.962  0.32
H -3.060 -4.008 -1.047  0.12
H -4.242 -4.712 -0.022  0.40
H -4.200 -2.929 -0.283  0.12
C -3.038 3.748 -8.294  -0.81
O -2.838 3.583 -6.954  -0.26
P -2.397 4.805 -5.994  0.96
O -3.167 6.012 -6.155  -0.71
O -2.437 4.051 -4.493  -0.16
C -1.611 2.987 -4.159  -0.27
O -0.825 4.886 -6.289  -0.32
C -0.071 5.722 -5.415  -0.51
H -3.144 4.753 -8.704  0.34
H -3.798 3.176 -8.827  0.27
H -2.065 3.496 -8.715  0.31
H -1.716 2.375 -3.264  0.01
H -0.543 3.191 -4.238  0.16
H -1.854 2.189 -4.860  0.30
H -0.571 5.720 -4.447  0.36
H 0.138 6.659 -5.933  0.31
H 0.939 5.344 -5.258  0.01
C 3.229 2.907 -3.323  -0.55
O 2.845 3.456 -2.047  0.09
P 2.536 5.020 -1.933  0.77
O 1.504 5.304 -2.978  -0.48
O 3.965 5.865 -2.012  -0.22
C 4.345 6.469 -3.265  -0.80
O 2.030 5.047 -0.402  -0.37
C 1.016 4.233 0.058  -0.19
H 2.722 1.950 -3.447  0.11
H 4.308 2.882 -3.479  0.23
H 2.803 3.428 -4.180  0.17
H 4.403 5.606 -3.928  0.30
H 5.353 6.883 -3.233  0.23
H 3.461 7.089 -3.415  0.33
H 1.213 3.776 1.027  -0.25
H 0.803 3.503 -0.723  0.35
H 0.188 4.942 0.048  0.20
C -3.193 2.380 -0.400  0.36
O -4.528 2.334 -0.822  -0.21
P -5.777 2.019 0.168  0.43
O -7.052 2.501 -0.545  -0.75
O -5.455 2.796 1.608  -0.21
C -6.129 2.699 2.791  -0.66
O -5.557 0.469 0.543  0.14
C -6.667 -0.398 0.584  -0.80
H -2.488 2.203 -1.212  -0.32
H -3.029 1.670 0.411  0.07
H -3.077 3.386 0.003  0.32
H -6.549 3.571 3.294  0.30
H -5.434 2.231 3.489  0.21
H -7.012 2.071 2.677  0.33
H -6.449 -0.879 1.537  0.25
H -6.561 -1.138 -0.210  0.18
H -7.632 0.091 0.717  0.39
C -0.767 2.119 2.840  -0.68
O -0.226 3.277 3.413  0.52
P -1.018 4.740 3.406  0.43
O -1.342 5.277 2.078  -0.73
O -2.394 4.563 4.322  -0.11
C -3.489 5.398 4.313  -0.53
O 0.009 5.617 4.343  -0.38
C 0.197 5.177 5.766  -0.64
H -1.739 2.390 2.429  0.71
H -0.940 1.249 3.474  -0.22
H -0.078 1.791 2.061  0.36
H -3.749 5.690 5.330  0.27
H -4.332 4.818 3.938  -0.03
H -3.364 6.270 3.671  0.33
H -0.618 5.701 6.267  0.25
H 1.235 5.450 5.956  0.22
H -0.085 4.132 5.892  0.32
N 0.397 -3.476 3.682  0.35
C 0.932 -2.688 4.614  -0.71
C 1.541 -3.492 5.561  -0.39
C 1.292 -4.836 5.307  -0.90
C 0.551 -4.794 4.131  -0.41
H -0.207 -3.213 2.916  0.12
H 1.023 -1.620 4.484  0.61
H 2.131 -3.054 6.353  0.40
H 1.694 -5.712 5.793  0.39
H 0.073 -5.483 3.450  0.55
N 2.388 -4.131 -1.207  0.84
C 2.843 -4.908 -2.228  -0.69
C 3.968 -5.658 -1.856  -0.57
C 4.175 -5.270 -0.544  -0.76
C 3.261 -4.376 -0.166  -0.63
H 1.535 -3.600 -1.102  0.02
H 2.390 -4.726 -3.192  0.57
H 4.455 -6.430 -2.433  0.45
H 4.746 -5.905 0.117  0.32
H 2.973 -3.829 0.720  0.58
N 3.024 3.564 5.295  0.30
C 4.301 3.226 5.716  -0.45
C 4.567 1.841 5.687  -1.14
C 3.354 1.352 5.169  -0.33
C 2.560 2.423 4.715  -0.88
H 2.566 4.460 5.209  0.20
H 4.859 4.075 6.082  0.45
H 5.283 1.271 6.261  0.45
H 2.990 0.338 5.097  0.54
H 1.626 2.332 4.181  0.77

As for the spin multiplicity: 1. Its frontier orbital gap is 7.984 eV. For the electronic energy, the calculation gives -8193.95953 a.u. As for the charge: -1. Its largest force on an atom is 5.0 eV/Å. The value obtained for the LUMO energy is 1.71 eV.